Record 1
Density functional theory data (ωB97M-V/def2-TZVPD) for 2 unconnected molecules or ions with the total composition C3H7NO3 at a distorted geometry.

Geometry as ORCA input:
```
! wB97M-V def2-TZVPD RIJCOSX def2/J DEFGRID3
* xyz 0 1
O 1.010 1.812 -3.740
O -1.113 -1.800 2.203
O 1.748 -0.325 -0.198
N -1.118 0.275 1.212
C 0.715 0.212 -0.502
C -0.671 -0.295 -0.046
C -0.997 -0.605 2.303
H -0.774 -1.382 0.022
H -1.396 0.094 -0.785
H -0.788 1.210 1.475
H -0.992 -0.175 3.322
H 0.814 1.277 -0.797
H 1.721 1.242 -3.398
H 1.633 2.290 -4.316
*
```

The frontier orbital gap comes out at 10.27 eV. The HOMO energy is -9.78 eV. As for the structure (SMILES): O=CCNC=O.O. Its total energy is -10855.993 eV.

Record 2
Density functional theory data (ωB97M-V/def2-TZVPD) for a molecular structure, H22KrO11.

Geometry as ORCA input:
```
! wB97M-V def2-TZVPD RIJCOSX def2/J DEFGRID3
* xyz 0 1
Kr 0.374 -0.630 0.417
O -1.824 -1.093 2.863
O 1.651 0.355 -2.689
O -0.084 2.411 -2.232
O 4.041 -0.900 1.501
O -3.077 0.601 0.997
O -2.456 -2.167 -0.761
O -1.219 -1.764 -3.469
O 3.043 1.269 -0.343
O -2.607 1.946 -1.287
O 2.088 2.686 1.969
O -0.894 -3.693 2.841
H 0.478 1.669 -2.453
H 2.137 2.072 2.703
H 2.217 0.411 -1.919
H 4.054 -1.800 1.173
H -2.990 1.402 1.514
H -3.197 -2.761 -0.642
H -1.723 2.263 -1.470
H -1.465 -0.928 -3.864
H -2.561 -1.511 -0.072
H 2.195 0.671 -3.411
H 3.800 1.745 -0.683
H 4.961 -0.688 1.654
H 3.418 0.526 0.130
H -1.474 -1.681 -2.550
H -2.227 -0.561 2.176
H -0.034 -3.689 3.261
H -1.328 -0.467 3.391
H -2.511 1.406 -0.502
H -0.161 2.905 -3.048
H -4.014 0.536 0.810
H -1.121 -2.767 2.751
H 2.509 2.226 1.243
*
```

The frontier orbital gap comes out at 9.98 eV. The HOMO energy is -10.19 eV. Its total energy is -97809.771 eV.

Record 3
Density functional theory data (ωB97M-V/def2-TZVPD) for a gas-phase ion, C4H3BrN (charge +1) at a distorted geometry.

Geometry as ORCA input:
```
! wB97M-V def2-TZVPD RIJCOSX def2/J DEFGRID3
* xyz 1 1
Br -1.922 2.247 0.194
N -0.310 0.350 1.468
C 0.547 -0.560 1.100
C -0.125 0.258 -0.954
C 0.691 -0.681 -0.443
C -0.733 0.997 0.105
H 1.330 -1.413 -1.042
H -0.315 0.244 -2.102
H 0.836 -1.441 1.674
*
```

The frontier orbital gap comes out at 7.72 eV. The HOMO energy is -15.81 eV. As for the structure (SMILES): BrC1=[N+]=CC=C1. Its total energy is -75717.976 eV.

Record 4
Density functional theory data (ωB97M-V/def2-TZVPD) for a molecular structure, C31H16F5N5O2RuS at a distorted geometry.

Geometry as ORCA input:
```
! wB97M-V def2-TZVPD RIJCOSX def2/J DEFGRID3
* xyz -1 2
Ru 0.449 0.205 0.336
S 0.714 1.969 1.855
F 0.100 1.871 -2.553
F -4.570 2.526 -2.449
F -2.290 1.167 1.445
F -4.576 1.944 0.228
F -2.216 2.501 -3.830
O 3.137 -1.525 3.159
O 1.554 -1.027 1.691
N 2.748 0.228 -0.412
N 2.275 -0.565 -2.593
N -2.183 -1.384 -1.127
N -1.148 -1.430 1.007
N 0.174 -0.868 -1.422
C -2.236 -1.518 0.192
C 3.680 0.642 0.433
C -1.283 -1.683 2.299
C -2.242 1.488 0.133
C 0.445 -0.707 -5.073
C 1.703 -0.220 5.145
C 2.160 -0.884 2.796
C 0.972 -0.723 -2.532
C -3.510 -1.790 0.754
C -2.227 2.184 -2.523
C -1.024 1.407 -0.536
C -3.428 2.190 -1.825
C 5.443 0.196 -1.110
C -1.105 -1.149 -1.851
C -0.592 -0.870 -5.967
C 3.122 -0.211 -1.642
C 4.500 -0.239 -1.997
C -2.181 -1.310 -4.199
C -1.146 -1.142 -3.284
C -1.887 -1.187 -5.539
C -2.491 -1.969 2.900
C -1.058 1.819 -1.866
C 1.199 0.588 6.145
C 1.569 0.115 3.800
C 0.931 1.315 3.469
C 0.467 2.149 4.492
C -3.637 -1.997 2.099
C 0.172 -0.867 -3.719
C -3.430 1.879 -0.473
C 0.580 1.784 5.815
C 5.028 0.658 0.144
H 5.731 1.020 0.875
H -0.421 -0.735 -7.026
H 1.296 0.289 7.177
H -4.606 -2.189 2.538
H -3.184 -1.507 -3.851
H 0.195 2.437 6.584
H -2.670 -1.313 -6.275
H 2.220 -1.139 5.382
H -2.538 -2.157 3.960
H 3.335 0.984 1.403
H -0.370 -1.670 2.883
H -4.347 -1.816 0.077
H 0.017 3.088 4.211
H 6.492 0.192 -1.370
H 4.753 -0.607 -2.980
H 1.434 -0.434 -5.405
*
```

The frontier orbital gap (spin up / spin down) comes out at 5.80 / 5.77 eV. The HOMO energy (spin up / spin down) is -4.54 / -4.49 eV. Its total energy is -70959.513 eV.

Record 5
Density functional theory data (ωB97M-V/def2-TZVPD) for 3 unconnected molecules or ions with the total composition C3H11N2 at a distorted geometry.

Geometry as ORCA input:
```
! wB97M-V def2-TZVPD RIJCOSX def2/J DEFGRID3
* xyz 1 1
N -0.242 -1.009 0.599
N 0.464 2.172 -0.539
C -0.492 1.287 0.020
C 0.512 0.169 0.319
C 1.477 0.582 1.484
H 0.030 3.052 -0.855
H -0.912 1.800 0.928
H 1.153 0.044 -0.568
H 0.109 -1.961 0.544
H -7.060 -13.359 -8.710
H 2.147 -0.259 1.596
H -6.920 -12.071 -8.351
H 1.968 1.451 1.086
H -1.235 0.926 -0.759
H -1.169 -0.878 0.996
H 1.036 0.725 2.475
*
```

The frontier orbital gap comes out at 3.59 eV. The HOMO energy is -12.70 eV. Its total energy is -6253.959 eV.